Arrangement a

ORCA calculation (ωB97M-V with the def2-TZVPD basis set) on a molecular structure, CH15B3NO2Tl.

CARTESIAN COORDINATES (ANGSTROEM)
Tl -0.047 -1.512 0.855
B -0.469 -2.851 -1.895
H -0.552 -3.623 -2.792
H -0.079 -1.808 -2.422
H -1.495 -2.512 -1.368
H 0.235 -3.354 -1.085
B -1.152 0.256 2.696
H -1.266 -0.785 3.273
H 0.000 0.574 2.685
H -1.619 0.281 1.586
H -1.725 1.084 3.335
B 1.798 -1.305 -1.314
H 2.407 -1.330 -2.333
H 1.538 -2.505 -1.123
H 2.343 -0.863 -0.365
H 0.824 -0.610 -1.543
C -0.638 3.356 0.195
N 0.567 2.480 0.302
O 0.382 1.283 0.171
O 1.596 3.010 0.661
H -0.657 3.969 1.090
H -1.515 2.743 0.039
H -0.475 4.022 -0.651

* gap between HOMO and LUMO: 4.19 eV
* charge: 0
* E_HOMO: -9.059 eV
* M: 309.96 Da

=====

Arrangement b

ORCA calculation (ωB97M-V with the def2-TZVPD basis set) on a molecular structure, CH15B3NO2Tl.

CARTESIAN COORDINATES (ANGSTROEM)
Tl -0.814 0.629 0.694
B -1.499 3.310 1.418
H -0.528 3.667 0.776
H -1.965 4.264 1.961
H -2.271 2.848 0.618
H -1.241 2.424 2.192
B 0.011 2.172 -1.780
H -0.178 0.938 -1.712
H 0.932 2.243 -0.977
H 0.345 2.658 -2.799
H -1.000 2.626 -1.332
B 1.600 -0.427 -1.291
H 0.441 -0.498 -1.674
H 1.948 -1.421 -0.742
H 2.431 -0.107 -2.087
H 1.624 0.613 -0.656
C 0.359 -3.925 1.589
N -0.344 -3.385 0.386
O -0.316 -4.082 -0.595
O -0.967 -2.344 0.497
H 0.205 -3.223 2.400
H 1.353 -4.133 1.209
H -0.125 -4.847 1.905

* gap between HOMO and LUMO: 4.57 eV
* charge: 0
* E_HOMO: -9.891 eV
* M: 309.96 Da

=====

It is arrangement a that is most stable; the runner-up trails by 110.6 kJ/mol.